Record 1
{
  "formula": "CH2NO3S",
  "method": "wB97M-V/def2-TZVPD",
  "elements": ["C", "N", "O", "O", "O", "S", "H", "H"],
  "xyz": [[1.19, -0.26, 0.74], [0.76, 1.02, 0.61], [2.16, -0.64, 1.44], [0.51, -1.19, -0.03], [-2.37, -0.20, -0.78], [-1.85, 0.93, -1.70], [-0.22, 1.02, 0.19], [-0.17, -0.68, -0.46]],
  "mulliken_charge": [0.787, -0.622, -0.665, -0.450, -0.403, 0.003, 0.143, 0.207],
  "total_charge": -1,
  "gap_ev": [7.198, 4.409]
}

***

Record 2
{
  "formula": "C5H2InO6",
  "method": "wB97M-V/def2-TZVPD",
  "elements": ["O", "C", "In", "O", "C", "C", "O", "C", "O", "C", "O", "O", "H", "H"],
  "xyz": [[0.00, 5.02, 0.19], [0.00, 3.96, -0.24], [0.00, -1.04, -0.20], [0.00, 0.15, -3.72], [0.00, -0.07, -2.59], [0.00, -3.53, -0.04], [0.00, -4.64, 0.20], [-2.27, 0.02, -0.06], [-3.39, 0.19, 0.13], [2.27, 0.02, -0.05], [3.39, 0.18, 0.13], [0.00, -0.20, 2.41], [0.01, 0.71, 2.79], [0.01, -0.77, 3.20]],
  "mulliken_charge": [-0.081, 0.092, 1.406, 0.084, 0.226, 0.243, 0.141, 0.270, 0.087, 0.273, 0.085, -0.535, 0.354, 0.355],
  "total_charge": 3,
  "gap_ev": 4.609
}

***

Record 3
{
  "formula": "FH6HfO3Pb",
  "method": "wB97M-V/def2-TZVPD",
  "elements": ["Pb", "Hf", "F", "O", "H", "H", "O", "H", "H", "O", "H", "H"],
  "xyz": [[-3.66, -0.93, -3.37], [-1.32, 1.44, 2.85], [-1.35, 0.76, -0.56], [1.66, 2.54, -3.32], [1.83, 1.90, -4.01], [0.88, 2.21, -2.87], [-1.62, -2.23, 2.19], [-1.24, -3.03, 2.54], [-2.26, -2.53, 1.54], [2.00, 0.09, 1.71], [2.77, 0.60, 1.47], [2.32, -0.80, 1.82]],
  "mulliken_charge": [1.995, 2.352, -0.501, -0.210, 0.437, 0.372, -0.490, 0.366, 0.333, -0.425, 0.386, 0.385],
  "total_charge": 5,
  "gap_ev": 2.388
}

***

Record 4
{
  "formula": "C4H6O2",
  "method": "wB97M-V/def2-TZVPD",
  "elements": ["C", "C", "C", "C", "O", "O", "H", "H", "H", "H", "H", "H"],
  "xyz": [[-1.29, 0.90, 0.15], [-0.08, 0.71, 0.73], [0.60, -0.58, 0.68], [1.00, -0.89, -0.91], [2.02, -1.48, -1.11], [0.13, -0.44, -1.75], [-2.04, 0.11, 0.20], [-1.73, 1.89, 0.12], [0.56, 1.57, 0.92], [-0.07, -1.41, 0.90], [1.52, -0.64, 1.24], [-0.62, 0.26, -1.16]],
  "mulliken_charge": [-0.921, 0.049, -0.608, 0.626, -0.540, -0.515, 0.360, 0.304, 0.261, 0.264, 0.278, 0.443],
  "total_charge": 0,
  "gap_ev": 9.665
}

***

Record 5
{
  "formula": "C6H12",
  "method": "wB97M-V/def2-TZVPD",
  "elements": ["C", "C", "C", "C", "H", "H", "H", "H", "H", "H", "H", "H", "C", "C", "H", "H", "H", "H"],
  "xyz": [[0.22, 0.92, 1.74], [-0.65, 0.50, 0.82], [-1.28, -0.86, 0.88], [-1.06, 1.36, -0.34], [0.68, 1.91, 1.69], [0.51, 0.29, 2.58], [-1.16, -1.37, -0.09], [-0.84, -1.49, 1.65], [-2.36, -0.79, 1.07], [-0.93, 0.81, -1.28], [-0.47, 2.28, -0.40], [-2.12, 1.64, -0.27], [1.83, -0.64, -0.78], [1.32, -1.09, -1.92], [1.99, -1.29, 0.08], [2.09, 0.41, -0.64], [1.05, -2.13, -2.05], [1.15, -0.43, -2.77]],
  "mulliken_charge": [-0.952, 0.936, -1.204, -1.170, 0.283, 0.275, 0.253, 0.317, 0.354, 0.243, 0.310, 0.353, -0.443, -0.529, 0.229, 0.227, 0.256, 0.263],
  "total_charge": 0,
  "gap_ev": 10.308
}

***

Looking at maximum force for the records above, in order, we have 0.0491; 0.0987; 0.0313; 0.0598; 0.0052 hartree/bohr.
Looking at energy for the records above, in order, we have -717.9408; -831.9097; -566.9340; -306.4438; -235.7537 a.u..